Entry 1:
The following is a DFT calculation (wB97M-V/def2-TZVPD) of a molecular structure, C22H42ClIInO9P2.

Last column: Löwdin charge in e.
Atoms and positions in Å:
O  -3.416455  -1.456512  -3.946361  -0.1301
C  -4.616091  -1.673290  -4.211900  -0.8487
I  -5.216540  -3.779667  -4.383739  0.6399
C  -5.750508  -0.562232  -4.403432  -0.3055
In  -5.087614  1.238520  -3.164724  0.3589
Cl  -3.846639  0.336792  -1.226842  -0.0958
C  -4.007927  2.822099  -4.357268  -0.3327
C  -2.399430  2.754717  -4.315913  -0.2953
C  -1.765018  2.583026  -2.858130  -0.2083
C  -2.334903  3.403769  -1.642614  -0.0476
C  -1.652156  3.105510  -0.260124  -0.0800
C  -0.476594  2.040938  -0.122551  -0.0908
C  0.082727  1.275496  -1.360918  -0.0854
C  -0.585220  1.566416  -2.724860  -0.0523
H  -5.944174  -0.308486  -5.499011  0.0516
H  -6.686085  -0.971204  -3.863134  0.0373
H  -6.586406  2.032087  -2.503381  -0.1069
H  -4.305834  3.878652  -4.027131  0.0297
H  -4.307897  2.654020  -5.464985  0.0356
H  -1.951482  1.976299  -5.044980  0.1032
H  -2.022182  3.782441  -4.702797  0.1015
H  -3.200250  4.147188  -1.752611  0.0981
H  -2.012264  3.622351  0.688823  0.0693
H  0.005629  1.791380  0.886928  0.0732
H  0.924968  0.512895  -1.323361  0.0762
H  -0.223908  1.025945  -3.675754  0.0923
O  -0.392982  -6.207500  0.327409  -0.2375
P  -0.571569  -5.852078  -1.152692  0.7171
O  -0.201854  -7.348337  -1.759117  -0.2334
C  -1.191822  -8.363031  -1.705455  -0.3093
C  -2.255719  -8.153396  -2.767610  -0.0892
O  0.937456  -5.172829  -1.334418  -0.2414
C  1.565687  -4.530632  -0.229049  -0.3135
C  2.548046  -5.468888  0.451593  -0.0804
O  -0.872387  -5.368521  -2.766473  -0.2122
C  -1.398659  -4.046856  -2.959045  -0.2946
C  -0.324025  -2.976690  -2.849337  -0.0701
H  -1.637452  -8.403646  -0.706542  0.1060
H  -0.685009  -9.315530  -1.882226  0.1142
H  -2.843267  -7.255368  -2.557333  0.0671
H  -2.937591  -9.006412  -2.807008  0.0733
H  -1.800574  -8.017668  -3.751530  0.0819
H  0.821295  -4.149952  0.474645  0.1054
H  2.104154  -3.660989  -0.615420  0.1124
H  2.105814  -6.439820  0.674816  0.0695
H  2.918357  -5.028135  1.381313  0.0744
H  3.402299  -5.657578  -0.204344  0.0727
H  -2.209419  -3.861194  -2.252918  0.1082
H  -1.820543  -4.020627  -3.966915  0.0947
H  -0.073323  -2.789741  -1.801880  0.0657
H  -0.675700  -2.032960  -3.270025  0.0698
H  0.591014  -3.278988  -3.362770  0.0846
O  2.228362  5.064238  6.034504  -0.2308
P  2.806631  4.651698  4.676185  0.7099
O  1.529198  3.721360  4.191164  -0.2261
C  0.368167  4.371185  3.692093  -0.2960
C  0.584407  4.879371  2.278812  -0.0881
O  3.751010  3.418428  5.275619  -0.2407
C  4.280780  3.505294  6.595287  -0.3170
C  3.414111  2.732903  7.575218  -0.0760
O  3.517100  4.316251  3.152977  -0.2111
C  4.741934  4.991328  2.849056  -0.2898
C  5.939011  4.352426  3.536935  -0.0823
H  0.074440  5.185930  4.361270  0.1065
H  -0.438038  3.633174  3.693337  0.1198
H  1.318930  5.690544  2.271443  0.0641
H  -0.348864  5.257543  1.855951  0.0722
H  0.969215  4.087064  1.632922  0.0694
H  4.398614  4.548489  6.899813  0.1016
H  5.283581  3.069431  6.577512  0.1114
H  2.358766  2.990074  7.485829  0.0727
H  3.736669  2.920280  8.603081  0.0753
H  3.492208  1.660172  7.379891  0.0765
H  4.659973  6.048942  3.107996  0.1092
H  4.877985  4.921423  1.766357  0.1188
H  5.973246  4.637340  4.591594  0.0625
H  6.872196  4.689887  3.081221  0.0767
H  5.890395  3.263440  3.487033  0.0886

Forces on the atoms, in the same order (eV/Å):
O -4.7 -1.1 -1.3
C 3.1 3.0 0.5
I -0.1 0.0 0.0
C 0.4 -1.7 0.8
In -0.4 0.7 0.0
Cl -0.3 0.0 -0.3
C 1.1 0.0 -0.7
C 0.5 1.0 0.2
C 0.9 -0.5 1.8
C 3.9 -3.3 0.8
C 1.2 -2.0 -3.0
C -1.1 0.5 -3.2
C -3.5 3.0 -0.7
C -1.2 1.8 2.9
H 0.3 -0.6 1.5
H 1.3 0.5 -1.3
H 0.4 -0.3 -0.2
H 0.2 -1.5 -0.6
H 0.3 0.5 1.7
H -0.8 1.0 1.4
H -0.4 -1.6 0.5
H 1.5 -1.4 0.2
H 0.5 -0.8 -1.5
H -1.0 0.6 -1.6
H -1.3 1.2 0.2
H -0.7 1.0 1.7
O -4.0 1.8 -0.7
P 8.3 -3.4 -2.0
O -0.8 0.3 0.1
C -0.1 -0.2 -0.2
C -0.2 0.1 0.0
O -0.9 0.8 0.1
C 0.2 -0.2 0.3
C 0.2 -0.1 0.0
O -2.5 0.1 2.9
C 0.0 0.9 -0.6
C 0.1 0.1 0.3
H 0.0 0.0 0.0
H 0.1 0.1 0.1
H 0.0 -0.1 -0.1
H 0.0 0.0 0.0
H 0.0 0.0 0.1
H 0.1 -0.2 0.0
H -0.1 -0.1 -0.2
H -0.2 0.1 0.1
H 0.0 0.0 -0.1
H 0.0 0.1 0.0
H -0.1 0.1 -0.2
H -0.1 -0.2 0.2
H 0.1 0.1 -0.1
H -0.2 -0.1 0.0
H -0.1 -0.1 0.0
O 1.3 3.6 -2.3
P -2.0 -9.0 1.9
O 0.4 0.9 -0.2
C -0.4 0.0 -0.4
C 0.1 0.1 0.0
O 0.7 1.1 -0.3
C -0.2 -0.1 0.3
C 0.0 -0.2 0.1
O -0.5 3.5 1.2
C 0.7 -0.2 -0.4
C 0.1 0.2 0.4
H 0.0 0.0 0.1
H 0.2 0.0 0.1
H -0.1 0.0 -0.1
H 0.1 0.0 0.0
H -0.1 0.1 0.1
H -0.2 -0.1 0.0
H 0.0 0.0 -0.2
H 0.1 0.2 0.0
H 0.0 0.0 -0.1
H 0.1 0.1 0.0
H 0.1 0.1 -0.1
H -0.2 0.0 0.1
H 0.1 -0.1 -0.1
H -0.1 0.0 -0.1
H -0.1 0.1 -0.1

The net charge is -1. For the HOMO-LUMO gap, the calculation gives 5.1313 eV.

=====

Entry 2:
The following is a DFT calculation (wB97M-V/def2-TZVPD) of a molecular structure, C35H21BrF6N7O5S2Ta.

Last column: Löwdin charge in e.
Atoms and positions in Å:
Ta  0.563747  0.104867  -1.334494  1.9711
C  -2.124200  -3.262716  -0.321210  -0.0126
C  -0.999094  -2.446006  -0.421442  -0.0621
N  -1.085782  -1.181191  -0.815030  -0.0407
C  -2.302881  -0.639752  -1.131223  -0.1616
C  -3.464466  -1.427508  -1.143386  -0.1234
C  -3.344828  -2.761126  -0.699438  0.0598
C  -4.670843  -0.851161  -1.606461  0.0031
C  -4.658942  0.430650  -2.068096  -0.0242
C  -3.484921  1.218735  -2.044809  0.0194
C  -2.313279  0.724459  -1.527321  -0.2294
N  -1.057113  1.360026  -1.417314  -0.1063
C  -0.879073  2.738884  -1.205633  -0.2078
C  -1.822420  3.734090  -1.121973  0.0179
C  -1.433965  5.081027  -0.928967  -0.0293
C  -0.126269  5.443884  -0.803472  -0.0024
C  0.870933  4.439660  -0.823952  -0.1273
C  2.247709  4.689075  -0.643056  0.0546
C  3.142749  3.650046  -0.628742  0.0030
C  2.670773  2.346259  -0.790720  -0.0630
N  1.383852  2.084430  -0.971501  -0.0407
C  0.476449  3.105646  -1.004368  -0.1452
H  -2.012584  -4.279157  0.026031  0.1082
H  -0.008709  -2.822983  -0.199544  0.1310
H  -4.226997  -3.388961  -0.669649  0.1413
H  -5.575837  -1.443359  -1.613952  0.1309
H  -5.562958  0.869798  -2.467142  0.1250
H  -3.528237  2.207275  -2.473185  0.1140
H  -2.875355  3.519453  -1.193279  0.1021
H  -2.208488  5.834642  -0.888134  0.1240
H  0.159942  6.477965  -0.668556  0.1298
H  2.587046  5.708829  -0.509428  0.1399
H  4.200750  3.816060  -0.489567  0.1269
H  3.346075  1.499915  -0.777778  0.1278
Br  -2.807427  -4.660900  3.218906  0.7763
C  -1.469395  -3.616969  4.058130  -0.6811
C  -0.132621  -3.903397  3.823744  -0.1096
C  0.843151  -3.115903  4.413845  -0.0174
C  0.467974  -2.060966  5.239089  -0.2692
C  -0.867430  -1.838813  5.540069  -0.0277
C  -1.846832  -2.603141  4.924331  -0.1059
N  1.437564  -1.213186  5.888811  0.1108
N  2.250253  -0.549396  5.236780  0.1062
C  2.217096  -0.551414  3.797925  -0.2019
C  3.287888  -1.043710  3.101087  0.0129
C  3.289694  -1.085395  1.689740  0.0550
C  2.213270  -0.578822  1.023294  -0.2798
O  2.021734  -0.618859  -0.326437  -0.2292
C  1.147766  0.009315  1.714250  -0.1479
N  0.152222  0.492347  0.922395  0.0267
C  -0.885579  1.056854  1.516002  -0.0547
C  -0.981261  1.178911  2.908479  0.0124
C  0.014692  0.682378  3.709451  0.0483
C  1.125646  0.052346  3.113064  -0.0736
H  0.145631  -4.736989  3.193867  0.1081
H  1.888662  -3.336876  4.254577  0.1218
H  -1.141023  -1.066570  6.247713  0.1256
H  -2.892364  -2.424966  5.133217  0.1103
H  4.127273  -1.452225  3.648350  0.1348
H  4.117509  -1.526492  1.150681  0.1366
H  -1.673787  1.434074  0.880946  0.1177
H  -1.847211  1.666766  3.331733  0.1259
H  -0.041704  0.779187  4.785648  0.1281
F  4.192260  -2.422594  -4.415064  0.2054
C  3.542750  -2.104653  -3.321809  -0.6816
F  3.772620  -0.832561  -3.000246  0.1471
F  3.893280  -2.886479  -2.318143  0.1845
S  1.722044  -2.309410  -3.603844  0.7188
O  1.126540  -1.815910  -2.330421  -0.4435
O  1.462182  -3.650753  -3.945791  -0.1651
N  1.416308  -1.245147  -4.755128  -0.2404
S  0.592184  -0.039823  -4.249645  0.7198
O  1.337907  0.778285  -3.217327  -0.4015
O  -0.707499  -0.335712  -3.671342  -0.2738
C  0.434555  1.048224  -5.750058  -0.6904
F  1.632842  1.308631  -6.213412  0.2081
F  -0.165227  2.150218  -5.341808  0.1882
F  -0.296948  0.408716  -6.628831  0.2109

Forces on the atoms, in the same order (eV/Å):
Ta 0.0 -0.3 0.4
C 0.0 0.0 0.0
C 0.0 0.0 0.0
N -0.1 0.1 -0.1
C -0.1 0.0 -0.1
C 0.0 0.0 0.1
C 0.0 0.0 0.0
C 0.0 0.0 0.0
C 0.0 0.0 0.0
C 0.1 0.1 0.1
C -0.1 -0.1 -0.1
N 0.1 0.0 -0.1
C 0.0 0.0 0.1
C 0.0 0.0 0.0
C 0.0 0.0 0.0
C 0.0 0.0 0.0
C 0.0 0.0 0.0
C 0.0 0.0 0.0
C 0.0 0.0 0.0
C 0.0 0.0 0.0
N 0.0 0.1 0.0
C 0.0 0.0 -0.1
H 0.0 0.0 0.0
H 0.0 0.0 0.0
H 0.0 0.0 0.0
H 0.0 0.0 0.0
H 0.0 0.0 0.0
H 0.0 0.0 0.0
H 0.0 0.0 0.0
H 0.0 0.0 0.0
H 0.0 0.0 0.0
H 0.0 0.0 0.0
H 0.0 0.0 0.0
H 0.0 0.0 0.0
Br 0.0 0.0 0.0
C -0.1 0.0 0.0
C 0.0 0.0 0.0
C 0.0 0.1 0.0
C 0.2 0.0 0.0
C -0.1 0.0 0.0
C 0.0 0.0 0.0
N -0.1 0.0 0.0
N 0.0 -0.1 -0.1
C 0.0 0.0 0.1
C 0.0 0.0 0.0
C 0.0 0.0 0.0
C 0.1 0.0 -0.1
O 0.1 0.3 0.1
C 0.0 0.0 0.0
N 0.1 0.0 0.0
C 0.0 0.0 0.0
C 0.0 0.0 0.0
C 0.0 0.0 0.0
C 0.0 0.0 0.0
H 0.0 0.0 0.0
H 0.0 0.0 0.0
H 0.0 0.0 0.0
H 0.0 0.0 0.0
H 0.0 0.0 0.0
H 0.0 0.0 0.0
H 0.0 0.0 0.0
H 0.0 0.0 0.0
H 0.0 0.0 0.0
F 0.0 0.0 0.0
C 0.0 0.0 0.0
F 0.0 0.0 0.0
F 0.0 0.0 0.0
S 0.1 0.1 -0.1
O 0.0 0.0 0.0
O 0.0 0.0 0.0
N 0.0 -0.1 0.1
S -0.3 0.0 0.1
O 0.0 -0.2 0.0
O 0.2 0.1 -0.2
C 0.0 0.0 0.0
F 0.0 0.0 0.0
F 0.0 0.0 0.0
F 0.0 0.0 0.0

The net charge is +2. For the HOMO-LUMO gap, the calculation gives 6.2852 eV. For the energy above the lowest of the compared OMol25 structures with the same formula, charge and spin, the calculation gives 0.670 eV.

=====

Entry 3:
The following is a DFT calculation (wB97M-V/def2-TZVPD) of a molecular structure, C15H12InN3O4STe4.

Last column: Löwdin charge in e.
Atoms and positions in Å:
In  -1.119783  0.074103  -0.123667  0.6112
C  -0.909266  -0.731393  5.751568  -0.0750
O  -0.769746  -0.288553  4.418585  -0.0667
C  0.464698  -0.085893  3.920237  -0.1933
C  1.547499  0.298075  4.710560  -0.0426
C  2.799845  0.281189  4.102908  -0.1373
C  2.927649  0.002665  2.746510  -0.0759
C  1.805552  -0.196415  1.891257  -0.1760
C  1.991015  -0.109113  0.497896  -0.0394
N  1.043122  -0.042593  -0.434017  -0.1136
N  1.350369  0.027179  -1.692746  0.0215
C  0.359358  -0.106011  -2.569299  -0.4254
O  -0.876977  -0.435666  -2.263817  -0.1392
C  0.765157  -0.002020  -3.986718  -0.1362
C  2.127175  0.084443  -4.406253  -0.0135
C  2.433793  0.270099  -5.768096  -0.0988
C  1.425913  0.240888  -6.723273  -0.1182
C  0.085641  0.238334  -6.326128  -0.0783
C  -0.232750  0.155300  -4.949625  -0.0149
C  0.506726  -0.253845  2.461762  -0.2190
O  -0.538071  -0.696519  1.746315  -0.1767
H  -0.171278  -0.286834  6.465561  0.0739
H  -0.833382  -1.790686  5.761030  0.0761
H  -1.921216  -0.379036  6.095124  0.1119
H  1.521455  0.647963  5.757416  0.1081
H  3.708967  0.424872  4.688715  0.0872
H  3.948000  -0.046535  2.368606  0.0938
H  3.063194  -0.000969  0.098118  0.1451
H  2.930359  -0.009355  -3.696784  0.0922
H  3.408615  0.505943  -6.127812  0.0807
H  1.585671  0.279517  -7.760740  0.0724
H  -0.744463  0.218155  -7.036742  0.0980
H  -1.256230  0.405656  -4.648913  0.1280
Te  -2.984674  2.277718  0.085888  0.2119
Te  -5.939039  1.239662  -1.033590  -0.2154
Te  -6.691220  -1.085428  -0.090941  -0.2212
Te  -4.346269  -2.258929  0.309877  0.3957
O  -4.353837  0.775661  3.201834  -0.5968
S  -4.414113  0.736909  1.699541  0.1298
N  -3.697478  -0.378531  0.859838  -1.1636

Forces on the atoms, in the same order (eV/Å):
In -2.8 1.6 0.9
C -0.6 1.9 0.7
O -0.5 0.3 0.3
C -0.6 0.1 -0.4
C -0.1 0.0 -0.5
C 0.8 -0.4 -1.1
C 0.1 0.3 0.6
C -0.2 1.0 1.6
C 0.5 0.3 -3.6
N 0.3 -0.8 4.0
N 1.4 0.7 -3.4
C -0.5 -1.2 1.8
O 1.7 0.7 -0.2
C 0.6 0.6 -1.0
C -0.8 -0.1 -0.9
C -1.0 -0.2 0.7
C -1.6 0.2 1.1
C 0.1 -0.7 1.2
C -0.1 0.8 -0.9
C -0.2 -1.8 -0.2
O 1.4 1.0 2.0
H -0.5 -0.4 -0.6
H 0.0 -1.1 0.2
H 0.9 -0.6 -0.4
H -0.5 -0.6 -0.7
H -0.3 0.1 -0.1
H -0.3 0.1 -0.3
H -1.5 -0.3 0.5
H 0.0 0.2 0.3
H 0.9 -0.3 0.2
H 0.7 0.2 -1.2
H 0.4 0.3 0.1
H 0.3 -0.8 0.1
Te 1.9 0.4 0.0
Te -0.6 0.3 -1.0
Te -1.8 -0.7 -0.2
Te 0.4 0.6 0.6
O 0.7 -0.5 -1.3
S -0.8 0.6 1.1
N 2.0 -1.8 0.0

The net charge is -2. For the HOMO-LUMO gap, the calculation gives 3.8824 eV. For the energy above the lowest of the compared OMol25 structures with the same formula, charge and spin, the calculation gives 2.386 eV.